Entry a
DFT (the ωB97M-V functional and the def2-TZVPD basis) results for a 7-piece molecular cluster, H14O7 overall.

XYZ file:
```
21
H14O7 | the Open Molecules 2025 dataset | the ωB97M-V functional and the def2-TZVPD basis
O 0.296 5.060 0.454
H -0.134 5.089 1.309
H 0.354 4.127 0.247
O -0.705 -5.629 1.217
H -0.111 -5.318 1.900
H -1.425 -4.999 1.220
O 3.890 -0.407 -3.383
H 3.642 -0.078 -4.247
H 4.415 0.296 -3.000
O 0.247 0.277 -0.017
H 0.989 -0.327 0.002
H -0.512 -0.267 0.190
O -3.619 2.065 -2.441
H -3.844 2.925 -2.086
H -2.711 2.156 -2.733
O -3.658 -2.162 -0.548
H -3.514 -1.432 -1.149
H -4.035 -2.852 -1.094
O 3.393 0.121 4.633
H 3.341 0.549 5.487
H 3.703 0.806 4.040
```

**Structure (SMILES)**: O.O.O.O.O.O.O
**E_HOMO**: -11.5 eV

Entry b
DFT (the ωB97M-V functional and the def2-TZVPD basis) results for a 7-piece molecular cluster, H14O7 overall.

XYZ file:
```
21
H14O7 | the Open Molecules 2025 dataset | the ωB97M-V functional and the def2-TZVPD basis
O 0.994 2.045 -0.841
H 0.444 1.623 -0.171
H 0.663 1.690 -1.673
O -0.092 -2.564 -1.739
H -0.662 -1.799 -1.876
H 0.613 -2.232 -1.172
O 3.903 0.874 2.646
H 4.749 1.287 2.437
H 3.411 0.915 1.818
O -4.188 -0.096 0.675
H -4.101 -0.869 1.244
H -3.279 0.169 0.497
O 2.967 -1.383 -1.805
H 3.358 -2.263 -1.763
H 3.444 -0.881 -1.134
O -1.953 -2.244 1.716
H -1.504 -1.415 1.515
H -2.758 -1.970 2.170
O -2.063 3.043 -1.238
H -1.411 3.539 -0.731
H -2.537 2.530 -0.574
```

**Structure (SMILES)**: O.O.O.O.O.O.O
**E_HOMO**: -11.4 eV

Compare the structures above. Which one is the most stable? entry a is.